# 1
Computed, not measured: a cluster of 13 separate species, C54H69NO30 in total at a distorted geometry, with the ωB97M-V functional and the def2-TZVPD basis.

The geometry in XYZ format:
```
154
C54H69NO30 the ωB97M-V functional and the def2-TZVPD basis
O 29.8011 1.7521 -14.3439
H 30.1528 2.2947 -15.0750
H 30.2447 1.8655 -13.4532
H 29.8634 0.8270 -14.6632
O 30.6075 8.2606 -9.1001
H 31.3295 8.8118 -9.4668
H 29.8254 8.8082 -8.8989
H 30.4369 7.5685 -9.8057
C 30.9067 4.0391 -11.6097
C 30.7630 5.0451 -10.6788
C 31.1689 4.7330 -9.2376
O 31.2202 5.5710 -8.2856
C 31.6049 3.4692 -8.8832
C 31.6751 2.4104 -9.8316
C 31.3093 2.7237 -11.2809
O 31.4930 1.7946 -12.1273
O 31.8568 1.2277 -9.4917
O 30.3403 6.1852 -11.0061
H 30.6369 4.2636 -12.6366
H 32.0184 3.2288 -7.9187
C 29.2420 0.8306 -2.4444
O 30.5378 1.0798 -2.9552
C 31.4972 1.1057 -1.8922
C 31.4069 2.4208 -1.0640
N 30.9468 3.5608 -1.8941
C 32.0486 4.0611 -2.7549
C 31.6300 5.2999 -3.4953
O 30.4422 5.1793 -4.2551
C 30.6169 4.4015 -5.4293
H 28.5363 0.6126 -3.2490
H 28.7988 1.7345 -2.0100
H 29.1131 0.0334 -1.7086
H 32.4829 1.1078 -2.3602
H 31.4184 0.2098 -1.2762
H 32.2407 2.7884 -0.4678
H 30.6224 2.2144 -0.3281
H 30.3016 3.0920 -2.5190
H 32.0771 3.2630 -3.5104
H 32.9822 4.1948 -2.2145
H 32.4668 5.6483 -4.1126
H 31.4759 6.0987 -2.7654
H 30.6439 3.3551 -5.0949
H 31.5403 4.5524 -5.9944
H 29.7149 4.5344 -6.0214
C 30.2799 -1.1485 -5.5916
C 30.1705 -2.5176 -5.3136
C 30.5845 -3.3683 -6.3339
C 31.0915 -3.0000 -7.5525
C 31.1069 -1.6211 -7.8336
C 30.8547 -0.7457 -6.7867
O 31.0206 0.6255 -6.8641
O 30.5989 -4.7495 -6.0880
H 30.0265 -0.4534 -4.8042
H 29.6725 -2.8812 -4.4261
H 31.2073 -3.7246 -8.3444
H 31.6474 -1.3534 -8.7282
H 31.4161 0.8116 -7.7382
H 30.1687 -4.9262 -5.2472
C 27.2966 0.8396 -10.7866
C 28.6509 0.5648 -10.6247
C 29.2024 -0.4741 -11.3671
C 28.3848 -1.2733 -12.1508
C 27.0038 -1.1162 -12.1194
C 26.4470 -0.0022 -11.4784
O 25.0799 0.1153 -11.4739
O 30.5478 -0.6046 -11.3716
H 26.8366 1.6524 -10.2359
H 29.2334 1.2271 -9.9976
H 28.8861 -2.1198 -12.6056
H 26.3690 -1.8927 -12.5245
H 24.8039 1.0364 -11.4470
H 30.9627 0.2644 -11.2161
C 32.9767 9.8130 -5.6830
C 34.1585 10.5236 -5.7222
C 35.3191 9.8836 -6.1820
C 35.2351 8.5759 -6.6894
C 34.0126 7.9124 -6.7628
C 32.8880 8.5398 -6.2153
O 31.6592 7.9975 -6.3825
O 36.5373 10.4371 -5.8500
H 32.0543 10.1362 -5.2127
H 34.3261 11.5648 -5.4794
H 36.1391 8.0319 -6.9327
H 34.0011 6.8839 -7.1019
H 31.6171 7.1215 -6.7831
H 36.8827 11.0360 -6.5188
C 36.1383 0.0097 -11.7886
C 35.1251 0.3777 -10.9219
C 35.1960 -0.1269 -9.6040
C 36.3245 -0.7701 -9.1361
C 37.2840 -1.1663 -10.0631
C 37.1520 -0.8014 -11.3859
O 38.0318 -1.2599 -12.3457
O 34.1285 0.0492 -8.7730
H 35.9769 0.2094 -12.8416
H 34.2786 0.9542 -11.2680
H 36.2733 -1.0707 -8.0980
H 38.0811 -1.8426 -9.7769
H 38.6414 -1.8853 -11.9437
H 33.3307 0.4654 -9.1539
C 35.3617 2.0102 -15.0933
C 36.1246 3.0205 -15.6279
C 35.8961 4.3593 -15.2991
C 34.8952 4.6122 -14.3509
C 34.0752 3.5837 -13.8645
C 34.2884 2.2756 -14.2437
O 33.4766 1.2712 -13.7982
O 36.7970 5.2741 -15.7711
H 35.5895 1.0135 -15.4493
H 36.9562 2.8212 -16.2914
H 34.5834 5.6506 -14.2989
H 33.3308 3.9238 -13.1519
H 32.7698 1.6550 -13.2413
H 36.4886 6.1847 -15.7544
C 30.7814 8.0864 -13.9490
C 32.1942 7.8136 -13.4730
O 32.7324 9.1344 -13.2027
C 31.7860 10.0438 -13.4760
O 31.9539 11.2253 -13.3751
O 30.6330 9.4933 -13.8568
H 30.1479 7.6359 -13.1838
H 30.6360 7.6203 -14.9218
H 32.8406 7.1803 -14.0770
H 32.1861 7.3846 -12.4682
C 28.0719 5.1032 -8.1339
C 27.3467 4.1875 -9.1330
O 26.5975 5.1064 -9.8802
C 26.6026 6.3206 -9.3093
O 26.0629 7.3040 -9.7160
O 27.3155 6.2786 -8.1758
H 29.1030 5.3344 -8.4170
H 28.1126 4.5989 -7.1686
H 26.7110 3.4496 -8.6373
H 28.1090 3.6068 -9.6575
C 33.4913 1.6536 -5.0865
C 34.0502 2.0086 -6.4576
O 34.5141 3.3209 -6.2983
C 34.5206 3.6778 -4.9614
O 34.8556 4.7446 -4.5734
O 34.0416 2.6589 -4.2407
H 33.8038 0.7006 -4.6592
H 32.4000 1.6593 -5.0426
H 33.2205 1.8859 -7.1469
H 34.8591 1.3269 -6.7196
C 36.1266 3.8989 -10.7397
C 35.0384 3.9059 -9.6582
O 35.4749 4.9627 -8.7748
C 36.6895 5.3947 -9.1369
O 37.3149 6.1977 -8.5073
O 37.1098 4.7644 -10.2258
H 35.7047 4.2721 -11.6761
H 36.5736 2.9514 -11.0384
H 34.8541 2.9215 -9.2261
H 34.0751 4.1937 -10.0798
```

2S+1: 1
total energy: -120024.6611 eV
frontier orbital gap: 5.66 eV
total charge: 0
LUMO energy: -0.0762 Ha
HOMO: -0.2843 Eh
max |F|: 3.4 eV/Å
relative energy (zero: lowest compared OMol25 entry of this formula, charge and spin): 13.3 kcal/mol

Atom charges from the Löwdin analysis, given in e for atoms 1 to 8: O 0.310; H 0.186; H 0.129; H 0.193; O 0.290; H 0.189; H 0.191; H 0.120

# 2
Computed, not measured: a structure of composition C54H71HgN9P3S2, with the ωB97M-V functional and the def2-TZVPD basis.

The geometry in XYZ format:
```
140
C54H71HgN9P3S2 the ωB97M-V functional and the def2-TZVPD basis
Hg -0.2599 0.1661 1.4546
C 3.5199 1.4437 0.0005
N 4.0531 0.1018 0.1259
C 3.7997 -0.5878 1.3686
P 2.1267 -1.3890 1.5291
C 2.3001 -1.8601 3.2897
C 2.0102 -0.8616 4.2213
C 2.2076 -1.0737 5.5763
C 2.6833 -2.3002 6.0214
C 2.9687 -3.3015 5.1054
C 2.7886 -3.0811 3.7447
C 2.2768 -2.9459 0.6040
C 3.1324 -3.0621 -0.4919
C 3.1696 -4.2405 -1.2299
C 2.3618 -5.3126 -0.8782
C 1.5055 -5.2032 0.2129
C 1.4475 -4.0223 0.9381
C 5.3166 -0.1317 -0.5071
C 5.3961 -0.1002 -1.8959
C 6.6117 -0.3145 -2.5307
C 7.7569 -0.5706 -1.7895
C 7.6810 -0.5963 -0.4045
C 6.4694 -0.3718 0.2363
P 1.7352 1.5475 -0.5657
C 1.4997 3.3576 -0.6149
C 2.5358 4.2923 -0.5786
C 2.2621 5.6544 -0.6022
C 0.9511 6.1002 -0.6793
C -0.0861 5.1780 -0.7281
C 0.1825 3.8181 -0.6784
C 1.9905 1.0844 -2.3160
C 2.2699 1.9985 -3.3286
C 2.5019 1.5556 -4.6278
C 2.4411 0.2001 -4.9273
C 2.1552 -0.7184 -3.9221
C 1.9342 -0.2757 -2.6260
H 4.1176 1.9631 -0.7456
H 3.5807 2.0007 0.9477
H 3.8779 0.0750 2.2410
H 4.5168 -1.3976 1.4920
H 1.6347 0.0986 3.8774
H 1.9923 -0.2850 6.2861
H 2.8440 -2.4701 7.0788
H 3.3476 -4.2560 5.4468
H 3.0460 -3.8648 3.0436
H 3.7776 -2.2396 -0.7785
H 3.8474 -4.3222 -2.0706
H 2.4083 -6.2353 -1.4426
H 0.9029 -6.0534 0.5108
H 0.7815 -3.9376 1.7917
H 4.5020 0.0919 -2.4776
H 6.6598 -0.2912 -3.6122
H 8.7022 -0.7421 -2.2870
H 8.5714 -0.7744 0.1847
H 6.4292 -0.3664 1.3189
H 3.5700 3.9774 -0.5445
H 3.0782 6.3648 -0.5713
H 0.7418 7.1620 -0.7116
H -1.1087 5.5205 -0.8091
H -0.6336 3.1023 -0.7200
H 2.3186 3.0574 -3.1053
H 2.7354 2.2726 -5.4052
H 2.6275 -0.1407 -5.9383
H 2.1193 -1.7776 -4.1472
H 1.7315 -0.9931 -1.8371
C -1.1547 -1.7425 6.8641
C -2.1977 -1.9179 5.7576
C -3.1424 -0.7046 5.7120
C -2.9992 -3.2090 5.9730
C -1.5169 -2.0048 4.4452
N -1.0188 -2.0584 3.4094
H -1.6676 -1.7023 7.8259
H -0.5934 -0.8179 6.7310
H -0.4504 -2.5745 6.8798
H -3.7555 -0.6958 6.6141
H -3.7994 -0.7428 4.8425
H -2.5740 0.2255 5.6657
H -3.5406 -3.1351 6.9164
H -2.3413 -4.0771 6.0182
H -3.7239 -3.3610 5.1722
C -1.3820 5.4261 3.8496
C -2.1637 4.7985 2.7443
C -2.8462 5.4797 1.7847
C -3.5651 4.7381 0.8284
N -3.5811 3.4121 0.8129
C -2.8995 2.7353 1.7528
S -2.9096 1.0434 1.8585
N -2.2104 3.4470 2.6957
C -4.3491 5.4403 -0.2331
H -1.6769 6.4633 3.9812
H -0.3149 5.3997 3.6181
H -1.5397 4.8946 4.7886
H -2.8428 6.5598 1.7711
H -1.7335 2.9016 3.4016
H -4.8101 6.3488 0.1518
H -5.1101 4.7743 -0.6307
H -3.6795 5.7285 -1.0485
C -3.9897 -3.8826 -1.2367
N -3.6547 -2.4200 -1.5146
C -2.7856 -2.3670 -2.7858
N -1.6310 -3.1854 -2.6415
C -1.9982 -4.5620 -2.3269
N -2.8038 -4.6543 -1.1070
C -2.0282 -4.3293 0.0972
P -1.3251 -2.6001 0.0799
C -2.9511 -1.7865 -0.3460
C -0.6728 -2.6368 -1.6669
H -4.5822 -4.2283 -2.0835
H -4.5894 -3.9152 -0.3280
H -4.5172 -1.9040 -1.6918
H -2.5114 -1.3226 -2.9335
H -3.4199 -2.7273 -3.5963
H -1.0905 -5.1476 -2.1929
H -2.5689 -4.9797 -3.1576
H -1.2047 -5.0382 0.1807
H -2.6588 -4.4514 0.9792
H -2.7835 -0.7368 -0.5895
H -3.6177 -1.8351 0.5165
H 0.2450 -3.2289 -1.6935
H -0.4260 -1.6123 -1.9529
C -5.2804 1.0579 -2.9638
C -4.2975 2.1675 -2.6170
N -3.1815 2.2261 -3.5573
C -1.9483 1.7601 -3.3192
S -1.5242 0.9707 -1.8685
N -1.0192 1.9394 -4.2714
C -1.2651 2.2382 -5.6811
C -1.7074 1.0096 -6.4662
H -6.0221 0.9526 -2.1698
H -4.7448 0.1107 -3.0810
H -5.8129 1.2586 -3.8948
H -3.8827 2.0133 -1.6238
H -4.7953 3.1372 -2.6258
H -3.3628 2.6456 -4.4541
H -0.1322 1.5079 -4.0512
H -0.3327 2.6319 -6.0810
H -1.9995 3.0397 -5.7672
H -0.9464 0.2301 -6.4074
H -1.8644 1.2588 -7.5161
H -2.6414 0.6069 -6.0673
```

2S+1: 2
total energy: -124262.1571 eV
frontier orbital gap (spin up / spin down): 6.23 / 6.23 eV
total charge: +2
LUMO energy (spin up / spin down): -0.1541 / -0.2016 Ha
HOMO (spin up / spin down): -0.3829 / -0.4305 Eh
max |F|: 0.6 eV/Å
relative energy (zero: lowest compared OMol25 entry of this formula, charge and spin): 0.0 kcal/mol

Atom charges from the Löwdin analysis, given in e for atoms 1 to 8: Hg 0.555; C -0.314; N -0.200; C -0.312; P 0.963; C -0.397; C -0.145; C -0.090

# 3
Computed, not measured: a structure of composition C54H72As3F18N10O2 at a distorted geometry, with the ωB97M-V functional and the def2-TZVPD basis.

The geometry in XYZ format:
```
159
C54H72As3F18N10O2 the ωB97M-V functional and the def2-TZVPD basis
C -0.0910 -5.8144 -4.5527
C 0.3161 -4.4786 -3.8964
O -0.4437 -3.5576 -3.7310
N 1.7337 -4.4493 -3.3627
H 1.8167 -5.0987 -2.5936
H 2.2113 -4.8941 -4.1335
C 2.3767 -3.0414 -3.1852
H -1.1770 -5.8955 -4.5070
H 0.2423 -6.6698 -3.9651
H 0.2693 -5.7787 -5.5808
H 3.3418 -3.2874 -2.7422
H 1.8154 -2.3153 -2.5972
H 2.5864 -2.5588 -4.1398
C 4.3178 2.7469 2.2805
C 5.1462 1.5277 2.2308
O 6.1033 1.5214 1.4495
N 4.7363 0.2388 3.0847
H 5.1949 0.1089 3.9751
H 3.7826 0.3670 3.3915
C 4.9800 -1.0561 2.3681
H 4.5360 3.5382 1.5633
H 4.4562 3.1877 3.2677
H 3.3084 2.3437 2.1993
H 4.5111 -1.9525 2.7741
H 6.0255 -1.3409 2.4855
H 4.8422 -0.9678 1.2904
C 4.3390 0.7312 -11.1972
N 4.2687 1.1615 -9.8011
C 3.0858 1.2220 -9.1410
C 2.9888 1.5556 -7.7522
C 4.2221 1.8636 -7.0902
C 5.4335 1.8553 -7.7888
C 5.3688 1.5123 -9.1543
C 4.2159 2.1572 -5.6242
C 4.8462 3.4463 -5.3554
C 4.8088 3.8122 -3.9742
N 4.4908 2.9347 -3.0049
C 4.0886 1.6673 -3.2831
C 3.8298 1.2993 -4.5915
C 4.6518 3.3680 -1.6166
H 5.2925 0.3095 -11.5150
H 3.9832 1.5672 -11.7994
H 3.6634 -0.1133 -11.3339
H 2.2651 0.8565 -9.7404
H 2.0891 1.5489 -7.1547
H 6.3579 2.0259 -7.2571
H 6.2667 1.3994 -9.7439
H 5.1147 4.1967 -6.0843
H 5.0643 4.8271 -3.7075
H 3.8113 1.0197 -2.4646
H 3.3150 0.3607 -4.7351
H 5.6233 3.0295 -1.2562
H 3.8073 3.0174 -1.0234
H 4.5194 4.4470 -1.6949
C 0.7088 -4.0464 3.7219
N -0.0548 -5.2496 3.6562
C -1.3667 -5.1904 3.4402
C -2.1294 -6.3501 3.4102
C -1.5629 -7.6016 3.4047
C -0.1658 -7.6386 3.5511
C 0.5756 -6.4492 3.6983
C -2.3154 -8.9084 3.3164
C -3.2483 -9.1602 2.3117
C -3.9342 -10.4046 2.3093
N -3.8597 -11.3125 3.3521
C -2.9374 -11.0637 4.2702
C -2.2184 -9.8765 4.3251
C -4.7569 -12.4421 3.5009
H 1.2093 -3.8536 2.7730
H 1.4336 -4.1318 4.5316
H 0.0442 -3.2053 3.9195
H -1.8410 -4.2449 3.2224
H -3.2047 -6.2863 3.3327
H 0.4051 -8.5552 3.5333
H 1.6444 -6.5232 3.8343
H -3.4854 -8.3213 1.6742
H -4.5573 -10.7309 1.4898
H -2.9629 -11.7219 5.1262
H -1.4689 -9.7073 5.0841
H -4.7920 -12.9489 2.5365
H -5.7508 -12.0107 3.6196
H -4.4360 -13.0952 4.3125
C -4.1330 -2.6122 -5.7530
N -3.6407 -1.3637 -5.2274
C -4.5167 -0.5811 -4.6019
C -4.1212 0.6297 -4.0727
C -2.7882 0.9202 -3.9152
C -1.8960 0.0882 -4.5523
C -2.3683 -1.0119 -5.2600
C -2.3084 2.2442 -3.3588
C -1.5024 2.1930 -2.2666
C -1.0604 3.4139 -1.6485
N -1.5366 4.6255 -2.0986
C -2.4398 4.6981 -3.1518
C -2.8163 3.5145 -3.7609
C -1.1713 5.9353 -1.3706
H -4.6229 -3.2625 -5.0284
H -3.3593 -3.1225 -6.3268
H -4.8804 -2.3607 -6.5055
H -5.5618 -0.8477 -4.6585
H -4.8856 1.2540 -3.6341
H -0.8324 0.2423 -4.4450
H -1.6631 -1.6756 -5.7381
H -1.2229 1.2504 -1.8195
H -0.4382 3.2938 -0.7740
H -2.7738 5.6892 -3.4213
H -3.5217 3.5476 -4.5780
H -1.1028 5.8770 -0.2844
H -1.7543 6.8323 -1.5796
H -0.1797 6.2041 -1.7346
C -0.6959 1.6811 3.8708
N -1.2197 3.0656 4.0529
C -1.2238 3.6181 5.3146
C -1.7974 4.8676 5.5151
C -2.4454 5.5485 4.4616
C -2.3921 4.9923 3.1864
C -1.6743 3.7929 2.9868
C -3.0047 6.9582 4.6164
C -2.6628 8.0491 3.7933
C -3.1673 9.2876 3.9723
N -4.1617 9.5010 4.9629
C -4.5511 8.4602 5.7329
C -4.0770 7.1585 5.4921
C -4.6169 10.8986 5.1887
H 0.3743 1.7050 3.6652
H -1.2791 1.2592 3.0523
H -0.9768 1.0713 4.7294
H -0.7244 3.0675 6.0980
H -1.7978 5.2759 6.5150
H -2.9938 5.3182 2.3508
H -1.3866 3.4051 2.0207
H -2.0077 7.8684 2.9539
H -2.7933 10.0153 3.2674
H -5.2870 8.7890 6.4517
H -4.3668 6.3241 6.1136
H -5.2125 11.1727 4.3179
H -3.8160 11.6202 5.3500
H -5.3536 10.8660 5.9914
As -3.4459 -1.4637 4.0796
F -3.3213 -0.9110 5.7803
F -5.2402 -1.5660 4.2308
F -3.5893 -2.1151 2.4178
F -1.6295 -1.3177 3.8643
F -3.2033 -3.2289 4.6806
F -3.5296 0.1856 3.3518
As 1.2885 -0.3763 0.4807
F 2.2038 0.3262 1.8378
F 0.2079 -1.3232 1.6016
F 0.4136 -1.0110 -0.9354
F 2.4054 0.4176 -0.7805
F 2.4449 -1.7341 0.5464
F 0.3857 1.2041 0.4770
As 2.7743 1.9024 6.0447
F 2.6910 0.9005 4.5579
F 4.4301 2.3834 5.6226
F 2.8311 2.9248 7.5538
F 1.0781 1.3676 6.4610
F 3.4893 0.4492 6.8251
F 2.0023 3.2612 5.0973
```

2S+1: 1
total energy: -307524.2788 eV
frontier orbital gap: 7.27 eV
total charge: +7
LUMO energy: -0.5289 Ha
HOMO: -0.7961 Eh
max |F|: 5.1 eV/Å
relative energy (zero: lowest compared OMol25 entry of this formula, charge and spin): 95.4 kcal/mol

Atom charges from the Löwdin analysis, given in e for atoms 1 to 8: C 0.049; C -0.358; O 0.148; N 0.124; H 0.189; H 0.170; C 0.055; H 0.105